[1]
This record from OMol25 describes a cluster of 3 separate species, C21H35BNO4P in total. The level of theory is ωB97M-V with the def2-TZVPD basis set.

Computed properties:
Spin multiplicity: 1
Lowest unoccupied orbital energy: 0.154 eV
Largest force on an atom: 0.8 eV/Å
Structure (SMILES): COCCCC[PH2](CCC(N)=O)CB(O)O.c1ccccc1.c1ccccc1

Last column: Löwdin charge in e.
Atoms and positions in Å:
P: 0.5953 2.9264 -1.5020  0.82
O: -0.0214 5.2059 1.1075  0.11
O: -3.1406 -0.0452 2.0358  -0.19
O: 2.2965 5.4649 0.5432  0.16
O: 4.6133 1.0811 -0.7348  0.08
N: 3.6574 -0.8813 -1.3941  0.12
C: -1.9607 -3.9697 -3.1682  -0.10
C: 2.4766 2.7203 -1.7678  -0.34
C: 2.0170 -2.3605 2.3932  -0.10
C: 2.5733 -3.9440 4.1115  -0.09
C: 0.7229 4.7712 -1.3298  -0.19
C: 1.1473 -4.5998 2.2893  -0.09
C: 1.8056 -4.9078 3.4716  -0.09
C: -1.2700 -2.5363 -1.3673  -0.11
C: -3.4367 1.2491 1.5360  -0.24
C: -3.2645 -3.9366 -2.6925  -0.09
C: 2.6795 -2.6696 3.5727  -0.09
C: 1.2545 -3.3258 1.7496  -0.10
C: -1.8227 -0.2373 2.5259  -0.10
C: -1.5915 1.7007 -0.1902  -0.29
C: -1.2977 2.8972 -1.0994  -0.35
C: -0.9631 -3.2666 -2.5072  -0.10
C: 3.7563 0.5284 -1.3824  -0.52
C: -2.5729 -2.5064 -0.8883  -0.09
C: -3.0852 1.4051 0.0551  -0.17
C: 2.7394 1.2781 -2.2243  -0.21
C: -3.5710 -3.2038 -1.5538  -0.09
B: 1.0113 5.1807 0.1563  -0.70
H: -0.4285 6.0735 1.1887  0.10
H: 1.5187 5.1184 -1.9907  0.07
H: 2.8749 3.4392 -2.4853  0.08
H: 3.0901 -4.1867 5.0309  0.10
H: -4.5878 -3.1761 -1.1841  0.10
H: -2.8080 -1.9364 0.0035  0.09
H: 2.0942 -1.3639 1.9743  0.10
H: -0.4928 -1.9863 -0.8499  0.08
H: -1.8780 2.8479 -2.0265  0.08
H: -3.3528 0.4639 -0.4369  0.10
H: -4.5151 1.3849 1.6659  0.12
H: 0.3257 2.3497 -2.7783  0.05
H: -1.7223 -4.5432 -4.0546  0.10
H: 2.9388 2.8707 -0.7880  0.08
H: -2.9378 2.0329 2.1216  0.12
H: 1.7211 -5.9005 3.8944  0.10
H: -1.2095 0.6643 2.5070  0.08
H: 1.8076 0.6934 -2.2310  0.08
H: -1.8973 -0.5564 3.5731  0.09
H: -1.3435 -1.0698 1.9987  0.07
H: -3.7157 2.1878 -0.3814  0.11
H: -0.2220 5.2156 -1.6537  0.08
H: 3.3237 -1.2469 -0.5109  0.08
H: 3.2777 -1.9178 4.0708  0.10
H: 3.0850 1.3014 -3.2634  0.12
H: -4.0425 -4.4824 -3.2104  0.10
H: -1.1041 0.8117 -0.6148  0.09
H: 0.0529 -3.2890 -2.8809  0.10
H: 0.5509 -5.3511 1.7882  0.10
H: 0.7416 -3.0862 0.8265  0.08
H: 2.3236 6.0802 1.2851  0.11
H: -1.5377 3.8053 -0.5375  0.06
H: 0.7670 2.0045 -0.4156  0.05
H: -1.1114 1.9342 0.7667  0.08
H: 3.0652 -1.2055 -2.1472  0.07

Forces on the atoms, in the same order (eV/Å):
P -0.247 0.051 0.007
O 0.271 0.411 -0.297
O 0.216 0.277 -0.001
O -0.290 0.456 -0.466
O -0.456 -0.117 0.086
N -0.280 0.212 -0.319
C -0.004 -0.002 -0.004
C -0.171 -0.353 -0.060
C -0.005 0.021 -0.060
C -0.005 -0.003 -0.002
C 0.113 -0.034 -0.334
C -0.001 -0.018 0.003
C 0.002 0.007 -0.004
C -0.001 0.001 -0.016
C -0.298 0.028 -0.368
C 0.004 0.007 -0.001
C 0.004 0.006 0.013
C 0.002 0.037 -0.012
C -0.268 -0.505 0.591
C -0.173 0.250 -0.376
C 0.277 -0.137 0.440
C 0.010 0.007 0.006
C 0.393 0.016 0.146
C 0.024 0.081 0.096
C 0.172 -0.113 0.119
C 0.003 0.393 -0.160
C 0.010 -0.016 -0.016
B 0.063 -0.123 0.383
H -0.203 -0.122 0.131
H 0.010 -0.046 0.145
H 0.075 0.000 0.095
H -0.001 -0.001 0.006
H -0.002 -0.005 0.010
H -0.025 -0.002 -0.003
H 0.002 0.015 0.022
H -0.007 0.027 -0.007
H 0.036 0.124 0.010
H -0.126 0.154 -0.028
H 0.089 -0.105 0.042
H 0.062 -0.003 -0.015
H 0.000 0.003 -0.007
H 0.117 0.229 -0.153
H 0.027 -0.111 0.077
H 0.004 -0.005 0.001
H -0.021 -0.047 -0.223
H 0.065 0.014 0.002
H 0.032 0.073 -0.057
H 0.112 0.288 -0.182
H 0.110 -0.005 0.081
H 0.016 -0.140 0.097
H 0.439 -0.155 0.088
H 0.003 0.003 0.000
H 0.039 -0.220 0.047
H -0.002 -0.004 -0.002
H 0.018 0.005 0.228
H 0.005 -0.011 -0.001
H -0.006 0.002 -0.004
H -0.023 -0.020 0.008
H 0.081 -0.460 0.291
H -0.215 -0.012 -0.214
H 0.039 -0.009 0.041
H 0.083 -0.240 -0.092
H -0.199 -0.055 0.170



[2]
This record from OMol25 describes a structure of composition C21H35BO2P2Zr. The level of theory is ωB97M-V with the def2-TZVPD basis set.

Computed properties:
Spin multiplicity: 1
Total charge: +2
Relative energy (zero: lowest compared OMol25 entry of this formula, charge and spin): 0.4 kJ/mol
Lowest unoccupied orbital energy: -7.997 eV
Largest force on an atom: 3.3 eV/Å

Last column: Löwdin charge in e.
Atoms and positions in Å:
Zr: 1.1817 -0.2628 2.2187  1.31
P: 0.0597 1.3874 0.6265  0.77
P: 0.3306 -1.8391 0.4288  0.76
O: -1.3957 0.5510 4.6732  0.13
O: 0.9168 1.0144 4.7736  0.04
C: -0.0664 -0.8852 -1.1112  -0.37
C: -0.6613 1.4292 -4.4430  -0.13
C: 0.2261 1.4779 8.3213  -0.06
C: -1.6525 1.9515 0.4691  -0.21
C: 0.3170 1.3262 5.9487  -0.24
C: -1.0529 1.0207 5.9064  -0.21
C: 0.3177 0.5954 -1.0626  -0.36
C: -1.1316 1.1429 8.2886  -0.05
C: 1.9514 -2.6021 0.0098  -0.23
C: -1.2888 -0.6936 -5.7911  -0.19
C: -1.8190 1.0435 7.0619  0.03
C: 0.1879 -1.8265 3.4841  -0.25
C: 1.7691 -0.8600 -5.2474  -0.18
C: 1.3683 0.5642 -5.7041  -0.19
C: 0.9302 1.7019 7.1352  0.01
C: -0.6016 -1.5852 -4.7937  -0.11
C: -0.8584 -3.1937 0.3518  -0.21
C: 1.0719 2.8985 0.5481  -0.23
C: 0.7089 -1.6488 -4.5357  -0.14
C: 0.6588 1.3779 -4.6578  -0.11
C: -1.6973 0.6977 -5.2458  -0.18
B: -0.1747 0.4301 3.9359  -0.50
H: 0.4472 -1.3869 -1.9441  0.06
H: 1.3265 2.0355 -4.0873  0.10
H: -1.2835 -2.2921 -4.3033  0.11
H: -2.9049 0.9614 7.0266  0.13
H: -0.9120 -1.8412 3.5847  0.05
H: -2.3294 1.0835 0.4354  0.07
H: 0.7993 3.5502 1.3901  0.07
H: -1.6645 0.9703 9.2247  0.12
H: 2.7694 -1.8597 0.0656  0.05
H: -1.1532 -1.0037 -1.2620  0.10
H: -1.0658 2.1543 -3.7286  0.09
H: 0.7466 1.5862 9.2827  0.12
H: 0.9214 3.4387 -0.3960  0.08
H: -0.6834 -3.8992 1.1760  0.06
H: -0.7202 -0.5779 -6.7242  0.11
H: 1.3761 0.7412 -1.3399  0.10
H: -1.8787 -2.7881 0.4499  0.07
H: 0.6365 -1.8215 4.5026  0.06
H: -2.5917 0.5578 -4.6173  0.11
H: -2.2295 -1.1985 -6.0713  0.12
H: -0.7674 -3.7301 -0.6078  0.08
H: 2.1383 2.6501 0.6496  0.05
H: -0.2816 1.1539 -1.7970  0.07
H: -1.7813 2.5485 -0.4520  0.08
H: 1.8833 -3.0067 -1.0142  0.07
H: -2.0204 1.3134 -6.1055  0.13
H: 2.3109 1.0903 -5.9315  0.12
H: 2.6430 -0.7640 -4.5822  0.11
H: 0.4499 -2.8141 3.0615  0.02
H: 0.8143 0.5111 -6.6510  0.11
H: 2.1713 -3.4184 0.7213  0.07
H: -1.9187 2.5609 1.3440  0.07
H: 1.9467 2.1181 7.1122  0.13
H: 1.0897 -2.4247 -3.8618  0.09
H: 2.1202 -1.4119 -6.1392  0.13

Forces on the atoms, in the same order (eV/Å):
Zr -0.108 -0.443 3.281
P -0.683 0.753 -2.197
P -0.230 -0.517 -2.309
O 1.523 -0.646 -2.378
O -0.947 -1.008 -2.959
C -0.190 -0.181 0.239
C 0.453 0.330 -0.426
C 0.091 0.339 0.003
C -0.525 -0.013 0.484
C -1.241 -0.168 1.791
C 1.253 0.343 1.244
C 0.454 0.186 0.402
C -0.175 0.220 -0.523
C 0.065 -0.178 0.331
C -0.496 -0.005 -0.383
C -0.057 -0.157 0.400
C 0.075 -0.222 0.079
C 0.343 0.323 0.034
C 0.506 0.017 -0.319
C 0.623 -0.117 -0.099
C 0.094 -0.382 0.204
C -0.378 -0.314 0.541
C 0.204 0.143 0.401
C -0.380 -0.291 -0.474
C -0.224 0.324 0.199
C -0.355 -0.336 0.031
B -0.330 2.216 2.116
H -0.367 0.191 0.066
H -0.344 -0.186 0.049
H 0.368 0.223 0.090
H 0.314 -0.356 0.016
H 0.446 -0.011 0.022
H 0.181 0.307 0.008
H 0.081 -0.091 -0.243
H 0.065 0.238 -0.342
H -0.207 -0.326 -0.203
H 0.377 0.061 -0.036
H 0.224 -0.167 -0.062
H -0.348 0.094 -0.520
H -0.027 -0.203 0.210
H -0.106 0.135 -0.256
H -0.167 -0.213 0.426
H -0.312 -0.067 0.034
H 0.361 -0.183 -0.041
H -0.265 0.059 -0.358
H 0.188 0.130 -0.168
H 0.377 0.200 -0.046
H 0.054 0.316 0.321
H -0.190 0.135 -0.114
H 0.298 -0.049 0.194
H 0.224 -0.282 0.407
H 0.171 0.134 0.404
H 0.086 -0.125 0.382
H -0.355 -0.188 -0.075
H -0.167 -0.107 -0.181
H 0.220 0.099 -0.049
H 0.171 0.184 0.438
H -0.008 0.296 -0.339
H -0.027 -0.164 -0.251
H -0.375 -0.552 0.196
H -0.229 0.152 -0.091
H -0.083 0.099 0.394



[3]
This record from OMol25 describes a structure of composition C21H35FNiP2. The level of theory is ωB97M-V with the def2-TZVPD basis set.

Computed properties:
Spin multiplicity: 3
Relative energy (zero: lowest compared OMol25 entry of this formula, charge and spin): 200.4 kJ/mol
Lowest unoccupied orbital energy (alpha / beta): -0.490 / -0.585 eV
Largest force on an atom: 3.1 eV/Å
⟨S²⟩: 2.025

Last column: Löwdin spin population.
Atoms and positions in Å:
Ni: -1.4287 1.2691 3.6844  0.73
P: 1.7894 1.8264 -1.6975  0.00
P: -0.9222 -1.1797 -2.3982  0.02
F: -2.9256 -3.1439 6.1718  0.00
C: 0.6542 1.7602 -0.2209  0.00
C: -0.6918 1.2113 -0.6168  0.00
C: 0.0004 0.1085 -3.4403  0.00
C: -0.4437 -1.5499 3.9929  0.02
C: 1.0728 3.4169 -2.2329  0.00
C: 1.9623 1.1230 0.0102  0.00
C: -2.3944 -2.2971 5.2228  0.00
C: 0.1573 -1.8093 -0.0463  0.59
C: -2.5315 -1.3180 -3.2079  0.01
C: -1.2642 -0.5209 3.6117  0.11
C: -1.4653 0.0676 0.0416  0.05
C: -2.6789 -0.4056 3.7752  0.03
C: 2.0975 -0.2807 0.4875  0.04
C: -1.0459 -2.4687 4.9173  0.02
C: 3.5942 2.0960 -2.0206  0.00
C: 1.4000 -1.2641 -0.4951  0.10
C: -0.0643 -2.7275 -2.8320  0.01
C: -3.2654 -1.3604 4.6485  0.01
C: 1.4453 0.6026 -3.0685  0.00
C: 0.3058 2.0778 4.1123  0.04
C: -1.1048 -1.3232 -0.5879  0.09
H: -1.3740 2.0759 -0.7319  0.00
H: -3.2145 -1.9069 -2.5808  0.00
H: 2.6820 1.7815 0.4760  0.00
H: -1.3788 0.0499 1.1363  0.01
H: 1.7004 -0.3429 1.5130  0.00
H: 3.7497 2.6412 -2.9645  0.00
H: 0.1417 -2.4980 0.7975  0.03
H: -0.6837 0.9746 -3.5659  0.00
H: -0.4005 -3.5171 -2.1439  0.01
H: 0.5334 2.6640 0.3850  0.00
H: 2.1589 -0.2398 -2.9710  0.00
H: -0.4726 -3.2800 5.3864  0.00
H: -2.4008 -1.8371 -4.1705  0.00
H: 0.0389 3.2591 -2.5767  0.00
H: -2.9588 -0.3238 -3.3926  0.00
H: 1.0290 -2.6297 -2.7506  0.00
H: 0.0867 -0.3781 -4.4251  0.00
H: 0.9686 1.2151 4.3683  0.00
H: 1.1215 -0.6589 -1.3655  0.00
H: -0.5741 0.9235 -1.6657  0.00
H: 0.5894 -1.6160 3.6490  0.01
H: 2.1273 -2.0317 -0.8275  0.03
H: -1.9519 -2.0379 -0.4619  0.00
H: 4.1305 1.1379 -2.1047  0.00
H: -0.3358 -3.0061 -3.8595  0.00
H: -4.3359 -1.3770 4.8562  0.00
H: 0.7607 2.6740 3.3121  0.01
H: 1.0764 4.1198 -1.3853  0.00
H: -3.3218 0.1792 3.0974  0.01
H: 3.1648 -0.5396 0.5010  0.00
H: 0.1146 2.6832 5.0418  0.02
H: 1.7848 1.1609 -3.9545  0.00
H: -2.5348 0.2438 -0.1628  0.01
H: 4.0631 2.6830 -1.2181  0.00
H: 1.6629 3.8437 -3.0522  0.00

Forces on the atoms, in the same order (eV/Å):
Ni 1.105 1.100 0.020
P 0.127 -0.327 2.512
P 0.953 -0.782 -1.363
F 0.040 0.039 -0.265
C -1.866 1.879 0.119
C -0.390 -0.037 -0.533
C 0.095 0.171 0.107
C -1.649 -1.294 1.899
C 0.748 0.819 -1.534
C 1.518 -1.798 -1.257
C -0.396 0.052 0.197
C -0.567 -1.863 1.273
C -0.228 0.149 -0.154
C -0.541 0.885 -2.864
C -0.878 -0.034 -0.138
C 0.290 -2.893 1.174
C 0.591 -0.522 0.266
C 0.780 0.480 -0.901
C 0.362 0.612 -1.171
C 0.978 0.809 -0.321
C -0.124 -0.202 -0.201
C 0.622 0.428 -0.288
C -0.405 -0.057 -0.147
C -0.364 0.341 0.605
C -0.681 1.141 0.738
H 0.368 -0.239 0.458
H 0.182 0.215 -0.164
H -0.134 0.287 0.491
H 0.276 -0.184 0.009
H 0.008 -0.310 -0.220
H 0.158 -0.027 0.154
H -0.189 0.180 -0.118
H 0.394 -0.543 0.048
H 0.140 0.214 -0.233
H -0.163 -0.183 -0.032
H -0.453 0.462 0.024
H -0.423 0.253 -0.161
H -0.047 0.263 0.312
H 0.256 0.041 0.263
H 0.010 -0.275 0.110
H -0.474 0.012 -0.011
H -0.139 -0.032 0.206
H -0.424 0.599 -0.150
H 0.609 -0.306 0.141
H -0.491 0.057 0.338
H -0.090 -0.061 0.406
H -0.271 0.191 0.153
H 0.518 0.369 -0.044
H -0.343 0.168 0.231
H 0.173 0.048 0.235
H 0.239 -0.172 0.145
H 0.134 0.160 0.265
H 0.018 -0.393 -0.310
H 0.136 0.227 0.272
H -0.180 0.012 0.254
H 0.607 -0.223 -0.742
H -0.094 -0.043 0.145
H 0.150 -0.051 0.025
H -0.307 -0.177 -0.150
H -0.276 0.363 -0.123



[4]
This record from OMol25 describes a structure of composition C21H35FP2Pt. The level of theory is ωB97M-V with the def2-TZVPD basis set.

Computed properties:
Spin multiplicity: 3
Relative energy (zero: lowest compared OMol25 entry of this formula, charge and spin): 148.5 kJ/mol
Lowest unoccupied orbital energy (alpha / beta): 0.145 / -0.193 eV
Largest force on an atom: 3.1 eV/Å
⟨S²⟩: 2.011

Last column: Löwdin spin population.
Atoms and positions in Å:
Pt: 0.4076 0.5428 -0.5224  0.42
P: 4.1241 -0.4638 -3.6693  0.03
P: 2.6579 2.9983 -3.4809  0.35
F: -0.5808 -4.3899 3.0026  0.00
C: 1.4181 -1.1335 -3.0869  0.01
C: 0.2161 -1.1372 0.6461  0.11
C: -1.2481 1.5265 0.0759  0.02
C: -0.2842 -3.3184 2.2033  0.00
C: 4.2885 2.4296 -4.3689  0.20
C: 1.4677 2.5388 -2.1412  0.21
C: 1.3229 0.3391 -3.5637  0.06
C: 0.5124 -2.3079 2.7503  0.01
C: 4.3437 1.0320 -4.9459  0.03
C: 1.5521 3.1989 -4.8774  0.01
C: 0.7916 -1.2110 1.9141  0.03
C: 3.1317 4.7437 -3.3081  0.02
C: 0.6513 1.3268 -2.6416  0.24
C: 2.7220 -0.3810 -1.2014  0.01
C: 2.4995 2.2219 -0.9596  0.03
C: -0.4874 -2.2067 0.1110  0.01
C: 5.7933 -0.4953 -2.9771  0.00
C: -0.7899 -3.3176 0.9002  0.00
C: 2.8803 -1.2534 -2.4822  0.01
C: 3.3565 0.9630 -1.2378  0.03
C: 4.2002 -1.8112 -4.8677  0.00
H: 6.5050 -0.8190 -3.7578  0.00
H: 1.1917 -1.8111 -3.9471  0.00
H: -1.1672 1.7930 1.1560  0.00
H: 2.1598 2.2330 0.0871  0.00
H: 0.8853 -2.3725 3.7666  0.00
H: 5.7549 -1.2376 -2.1827  0.00
H: 1.9324 4.0494 -5.4635  0.00
H: 0.9789 0.3721 -4.6213  0.00
H: -0.3277 1.6190 -3.0827  0.01
H: 3.1693 3.1100 -1.0099  0.00
H: 2.8191 -0.8772 -0.2246  0.00
H: 3.9504 -2.7100 -4.2904  0.00
H: -1.4401 2.4225 -0.5413  0.01
H: -2.0578 0.7701 -0.0519  0.00
H: -0.8070 -2.1391 -0.9275  0.00
H: 0.6177 -1.3340 -2.3273  0.00
H: 6.1495 0.4520 -2.5390  0.00
H: 2.2913 5.2713 -2.8375  0.00
H: 3.2921 -2.2653 -2.3074  0.00
H: 4.1588 0.9163 -0.4981  0.00
H: 3.3023 5.1172 -4.3312  0.00
H: 3.5955 0.9232 -5.7407  0.00
H: 4.0362 4.8942 -2.7106  0.00
H: 5.3202 0.8532 -5.4231  0.01
H: 1.4416 -0.3907 2.2359  0.01
H: 3.8719 1.0662 -2.2217  0.01
H: 5.2177 -1.8874 -5.2641  0.00
H: -1.3833 -4.1423 0.5390  0.00
H: 0.7229 3.3198 -1.8404  0.02
H: 5.1246 2.6026 -3.6794  0.00
H: 0.5875 3.4291 -4.4472  0.00
H: 3.4844 -1.6959 -5.6900  0.00
H: 4.3873 3.1923 -5.1626  0.02
H: 2.3906 0.6963 -3.6650  0.01
H: 1.4514 2.3193 -5.5265  0.00

Forces on the atoms, in the same order (eV/Å):
Pt 2.139 -1.381 -1.428
P 0.896 0.290 -1.669
P 0.470 -0.257 -0.002
F 0.040 0.219 -0.193
C 0.165 -0.549 -1.225
C 0.221 1.062 -0.823
C -0.776 -0.630 0.454
C -0.006 -0.061 0.242
C 0.862 0.523 -0.956
C -0.730 -0.157 1.343
C 0.830 -0.358 -0.554
C -0.276 0.022 -1.090
C -0.582 0.022 0.443
C 0.124 -0.130 -0.872
C -0.262 -0.185 0.288
C 0.097 0.179 0.371
C -1.077 -0.108 1.005
C -1.829 -0.268 0.692
C 0.793 0.938 -1.154
C -0.334 -0.294 0.357
C 0.440 -0.136 0.385
C 0.731 0.527 0.543
C -2.087 1.643 1.684
C 0.777 0.183 0.651
C 0.077 -0.466 -0.099
H -0.364 0.142 0.383
H 0.423 0.250 0.286
H -0.184 -0.027 -0.681
H -0.423 -0.156 -0.487
H -0.040 -0.110 -0.138
H 0.322 -0.106 0.152
H -0.384 -0.340 -0.039
H -0.304 0.013 0.649
H 0.532 -0.008 0.622
H 0.139 -0.304 0.193
H 0.566 -0.250 -0.715
H 0.163 -0.011 -0.493
H -0.033 -0.260 0.285
H 0.104 0.858 0.184
H -0.237 -0.160 0.288
H 1.180 0.091 -0.454
H -0.433 -0.328 -0.241
H 0.278 0.059 -0.199
H -0.311 0.306 -0.106
H 0.358 0.653 0.137
H -0.024 0.092 0.515
H -0.040 -0.202 0.261
H -0.168 -0.009 -0.085
H -0.161 -0.338 0.465
H -0.329 -0.340 0.162
H -0.169 0.562 0.566
H -0.257 -0.072 -0.103
H -0.004 -0.137 0.024
H 0.648 -0.331 -0.043
H -0.203 -0.001 0.063
H -0.364 0.173 -0.174
H 0.111 0.009 0.250
H 0.167 -0.396 -0.129
H -1.315 -0.182 0.032
H 0.054 0.233 0.177